Density functional theory data (the ωB97M-V functional and the def2-TZVPD basis) for a cluster of 16 separate species, C42H75BrN17O34S4 in total.

Summary:
**Charge**: +1
**Total energy**: -253046.0418 eV
**Largest force on an atom**: 3.92 eV/A
**Gap between HOMO and LUMO**: 4.62 eV

Structure (XYZ):
```
173
Properties=species:S:1:pos:R:3:forces:R:3:lowdin_charge:R:1
C 3.17476 -0.81806 -0.43185 -0.3 -0.4 -1.0 -0.15
C 2.95200 -0.02895 -1.79571 -0.7 -1.1 0.8 -0.51
S 3.63109 1.68655 -1.73659 -0.1 0.1 -0.1 0.86
C 2.22280 2.90296 -1.66038 -0.5 -0.3 0.3 -0.42
C 1.22461 2.41203 -0.57687 -1.1 -0.2 -1.7 -0.21
C 0.02297 1.67402 -1.02752 0.2 0.3 3.2 -0.42
Br -0.37866 1.34795 -2.89954 0.5 0.5 1.5 0.94
C -0.89331 1.18038 0.01583 1.7 0.1 -0.3 0.00
C -2.14029 0.36756 -0.48344 0.0 -0.6 0.6 -0.50
O -3.18335 0.93492 -0.53797 0.2 0.2 -0.2 0.18
O -1.92890 -0.94141 -0.83749 0.6 1.8 -0.1 -0.04
C -2.35996 -1.20921 -2.20506 -1.1 -0.2 -1.5 -0.18
C -3.49991 -2.29318 -2.38902 0.5 -0.1 0.1 -0.20
C -3.54571 -3.45125 -1.30851 0.3 -0.2 -0.1 -0.45
S -5.22884 -3.74510 -0.57640 -0.4 1.1 -0.1 0.87
C -5.52288 -2.34911 0.57257 1.5 -0.6 -0.5 -0.99
S -4.24366 -1.77429 1.41456 -0.9 0.0 -0.3 0.79
N -6.89495 -1.84743 0.62113 0.8 0.7 1.1 -0.10
C -6.86891 -0.53485 -0.01359 -0.5 2.2 -2.8 -0.24
C -7.27704 -0.49359 -1.43667 0.7 1.6 1.1 -0.01
C -7.24189 0.76178 -2.16668 0.7 0.6 1.1 -0.09
C -6.80216 2.03035 -1.56179 0.0 -2.6 2.0 -0.07
C -6.42417 1.97832 -0.14446 -0.6 -1.9 -1.0 -0.06
C -6.44714 0.71166 0.60696 -0.4 0.2 -1.4 -0.03
C -7.43415 -1.82272 1.96507 -1.2 -0.5 3.7 -0.21
C -8.48395 -0.88982 2.41561 0.6 -0.9 0.7 -0.02
C -9.01289 -0.88455 3.77618 1.4 -1.6 0.3 -0.06
C -8.54481 -1.83787 4.79323 1.3 -0.2 -2.9 -0.07
C -7.51335 -2.79518 4.35214 -1.1 1.7 -0.9 -0.07
C -6.97715 -2.79245 2.98591 -1.2 0.9 0.8 -0.05
C -0.59031 1.48026 1.42442 2.0 1.2 -1.4 -0.11
S -1.64252 0.92108 2.80627 -2.7 -1.8 1.6 0.66
C -1.05902 1.54219 4.44333 0.4 -0.3 0.1 -0.12
O -3.00019 1.42413 2.64381 1.7 0.3 -0.4 -0.32
O -1.53907 -0.53624 2.87384 0.9 1.6 -0.6 -0.34
C 0.60527 2.22328 1.74808 -1.8 -1.1 -1.2 0.03
N 1.46949 2.65315 0.75450 -1.1 -0.7 0.3 -0.03
C 2.69091 3.37106 1.24942 0.2 0.4 0.7 0.02
H 2.94791 -1.89546 -0.67801 0.2 1.0 0.4 0.09
H 2.42736 -0.50318 0.34272 0.8 0.0 -0.6 0.05
H 4.23208 -0.77154 -0.07656 -0.9 0.2 -0.2 0.08
H 1.84568 -0.05976 -1.98075 1.1 0.3 -0.1 0.03
H 3.42890 -0.60565 -2.63616 -0.3 0.9 0.8 0.09
H 2.68730 3.89322 -1.40625 -0.4 -1.1 -0.1 0.08
H 1.73181 3.03314 -2.66343 0.3 -0.3 1.2 0.05
H -1.44597 -1.47758 -2.79809 -0.7 0.0 0.8 0.11
H -2.76016 -0.25360 -2.65212 0.4 -1.0 0.5 0.10
H -3.29060 -2.78877 -3.37762 -0.2 0.7 1.0 0.09
H -4.49398 -1.78251 -2.52855 1.0 -0.5 0.6 0.10
H -3.30095 -4.41426 -1.84389 -0.5 0.8 0.7 0.08
H -2.79883 -3.36011 -0.48354 -0.7 0.2 -0.7 0.06
H -7.60732 -1.43306 -1.95033 0.3 1.0 0.7 0.11
H -7.52132 0.80373 -3.25061 0.2 -0.2 1.2 0.09
H -6.75608 2.97591 -2.14019 -0.1 -0.9 0.5 0.09
H -6.10651 2.89030 0.40608 -0.3 -0.8 -0.6 0.10
H -6.12989 0.70857 1.68098 -0.4 0.0 -1.2 0.11
H -8.90798 -0.14512 1.70419 0.5 -0.7 0.6 0.11
H -9.78783 -0.14656 4.09589 0.8 -0.8 -0.7 0.07
H -8.93251 -1.85504 5.84104 0.4 0.1 -1.4 0.06
H -7.15068 -3.51832 5.12462 -0.2 0.6 -1.1 0.10
H -6.21050 -3.57762 2.77149 -0.8 0.9 0.0 0.09
H -1.55734 2.49429 4.73839 0.6 -0.7 -0.7 0.06
H -1.38918 0.74634 5.16939 0.2 0.5 -1.1 0.10
H 0.05672 1.56992 4.48647 -0.9 0.2 0.1 0.05
H 0.83655 2.45106 2.81003 0.1 0.0 -1.1 0.11
H 3.01084 4.16706 0.54123 -0.2 -0.9 0.5 0.10
H 2.38421 3.86588 2.20375 0.3 -0.4 -0.8 0.11
H 3.50277 2.63918 1.50550 -0.8 0.7 -0.6 0.12
C -9.45732 -0.67012 9.80722 0.1 0.1 0.3 0.05
N -9.01620 -1.02448 8.43260 0.0 0.1 0.1 -0.43
O -7.85127 -0.81851 8.14504 -0.2 -0.1 -0.1 0.06
O -9.85490 -1.49587 7.69227 0.1 0.1 0.3 0.06
H -8.61010 -0.26315 10.35136 0.0 0.0 -0.1 0.09
H -10.24991 0.06930 9.71615 0.0 -0.2 0.0 0.10
H -9.81955 -1.58036 10.27989 -0.1 0.1 -0.1 0.10
C -11.48915 3.39397 4.73220 0.1 0.2 -0.2 0.05
N -11.62306 1.92297 4.89689 0.0 0.0 -0.1 -0.44
O -11.35054 1.22435 3.93852 -0.2 0.1 0.2 0.04
O -11.99509 1.52422 5.98028 0.1 0.0 -0.1 0.07
H -11.15046 3.60254 3.72158 0.0 -0.1 0.1 0.10
H -12.46775 3.83413 4.91070 0.1 0.0 0.1 0.10
H -10.76133 3.73976 5.46298 -0.1 0.0 0.0 0.10
C -5.40699 1.56468 5.79351 0.2 -0.2 0.0 0.05
N -6.21541 2.73922 6.21621 0.0 0.1 0.1 -0.45
O -5.80488 3.39480 7.15647 -0.1 0.0 -0.2 0.06
O -7.23259 2.96211 5.58963 0.2 0.0 0.2 0.06
H -4.53527 1.49026 6.43824 -0.1 0.1 0.0 0.09
H -6.03459 0.68093 5.89045 0.0 0.0 -0.1 0.10
H -5.11001 1.72652 4.75825 -0.2 -0.1 0.0 0.09
C 2.61179 -1.12586 3.54240 0.1 -0.2 -0.1 0.06
N 3.44287 0.05127 3.91743 0.1 -0.4 0.1 -0.42
O 4.51354 -0.16098 4.42646 -0.2 0.3 -0.1 0.13
O 2.97527 1.16133 3.67997 0.0 0.1 -0.1 0.01
H 3.14546 -2.02966 3.80776 0.0 0.2 0.0 0.07
H 1.67528 -1.05584 4.09191 0.0 0.0 -0.1 0.10
H 2.44356 -1.07816 2.46823 -0.1 0.1 0.1 0.08
C 0.84050 -3.86554 6.41964 -0.2 -0.1 0.1 0.05
N 2.32600 -3.89092 6.34347 0.1 -0.1 0.2 -0.43
O 2.92606 -4.32258 7.30005 0.0 0.1 -0.3 0.10
O 2.83317 -3.47230 5.31513 -0.1 -0.2 0.3 0.03
H 0.53367 -4.26413 7.38212 0.1 0.0 -0.1 0.10
H 0.52395 -2.83038 6.31161 0.0 -0.1 -0.1 0.09
H 0.45982 -4.48099 5.60743 0.0 0.1 0.0 0.10
C 7.97152 2.48809 -2.34360 0.1 0.2 -0.2 0.05
N 7.76428 1.04309 -2.06008 0.0 0.1 0.0 -0.43
O 7.97698 0.25726 -2.96457 -0.2 0.2 0.2 0.05
O 7.39642 0.74912 -0.94110 0.0 -0.1 -0.2 0.06
H 8.29714 2.59865 -3.37391 0.0 -0.1 0.1 0.10
H 7.02157 2.99272 -2.18205 0.1 0.0 0.1 0.09
H 8.73287 2.85092 -1.65653 -0.1 0.0 0.1 0.11
C -1.80670 4.67174 -4.61778 0.2 -0.1 0.2 0.03
N -2.52857 4.65922 -5.91803 -0.1 0.0 -0.1 -0.44
O -1.91573 4.26766 -6.89465 -0.1 0.0 0.1 0.05
O -3.67703 5.04083 -5.90881 0.2 -0.1 0.0 0.09
H -0.79554 4.30674 -4.77585 -0.1 0.0 -0.1 0.08
H -1.79455 5.69854 -4.25883 -0.1 -0.1 0.0 0.10
H -2.34998 4.02144 -3.93498 -0.1 0.1 0.0 0.09
C 9.44480 -2.20411 -2.73886 0.0 -0.1 0.3 0.04
N 9.82977 -3.48153 -3.39751 0.0 0.2 0.2 -0.43
O 10.15213 -4.40867 -2.67760 0.0 -0.1 -0.3 0.05
O 9.79493 -3.50794 -4.61117 0.0 -0.1 0.2 0.07
H 9.52360 -2.32910 -1.66215 0.0 -0.1 -0.1 0.10
H 10.12911 -1.43530 -3.08930 -0.1 0.0 -0.1 0.10
H 8.42282 -1.98162 -3.02673 0.2 0.0 -0.1 0.08
C -6.67494 -1.88531 -5.32837 -0.3 -0.1 0.0 0.06
N -5.22186 -2.13375 -5.13826 -0.2 -0.1 -0.1 -0.44
O -4.87659 -3.26799 -4.87553 0.0 0.2 -0.2 0.06
O -4.47884 -1.17756 -5.25916 0.0 -0.2 0.1 0.06
H -7.20983 -2.82067 -5.19101 0.1 0.0 0.0 0.10
H -6.98115 -1.15167 -4.58535 0.1 0.1 -0.1 0.08
H -6.81310 -1.50555 -6.33832 0.1 0.1 0.1 0.11
C -0.58541 3.32891 -9.47199 0.1 0.1 0.2 0.02
N -0.21152 2.87507 -10.83789 0.0 0.0 0.0 -0.44
O 0.95207 3.00624 -11.17253 -0.2 -0.1 0.0 0.05
O -1.09553 2.40547 -11.52106 0.2 0.1 0.0 0.08
H 0.30021 3.72252 -8.98187 0.0 0.0 -0.1 0.09
H -1.34336 4.10116 -9.57693 -0.1 -0.2 0.0 0.10
H -0.97348 2.46737 -8.93414 -0.1 0.1 -0.1 0.10
C 12.51472 -5.07376 -5.02815 -0.1 -0.1 0.2 0.03
N 13.99987 -5.11670 -5.10150 0.0 -0.1 0.1 -0.45
O 14.59647 -5.54323 -4.13197 0.0 0.1 -0.2 0.06
O 14.50986 -4.72008 -6.12997 0.0 -0.1 0.2 0.06
H 12.20061 -5.45457 -4.06108 0.1 0.0 -0.1 0.08
H 12.21009 -4.03791 -5.15185 0.0 -0.1 -0.2 0.09
H 12.12840 -5.69634 -5.83178 0.0 0.2 0.0 0.11
C 3.06144 3.62483 -13.59906 -0.2 -0.1 0.2 0.04
N 4.54682 3.59719 -13.67599 0.0 0.0 0.0 -0.45
O 5.14974 3.16590 -12.71190 0.0 0.1 -0.2 0.06
O 5.05140 4.00940 -14.70069 0.0 -0.1 0.2 0.06
H 2.75351 3.23088 -12.63671 0.1 0.0 -0.1 0.06
H 2.74669 4.65999 -13.71090 0.0 -0.1 -0.1 0.10
H 2.67944 3.00704 -14.40862 0.0 0.1 0.0 0.10
C -0.45301 5.71274 6.56263 -0.1 0.2 0.3 0.06
N -0.07825 4.43793 5.89464 0.1 0.1 0.3 -0.44
O 0.25082 3.50925 6.60064 0.0 0.0 -0.4 0.09
O -0.12923 4.41536 4.67488 0.2 0.0 0.0 0.02
H -0.36093 5.58346 7.63692 0.0 -0.1 -0.1 0.10
H 0.22816 6.48210 6.20582 -0.1 0.0 -0.1 0.11
H -1.48124 5.93746 6.28687 0.1 0.0 -0.1 0.11
C 10.73030 -6.38488 0.00294 0.0 0.2 -0.3 0.04
N 11.57909 -6.35272 1.22276 0.0 0.0 0.0 -0.45
O 12.41994 -5.47709 1.29416 0.0 -0.1 0.2 0.05
O 11.36960 -7.20442 2.06161 0.1 0.2 -0.1 0.07
H 11.02816 -5.57108 -0.65098 0.0 0.0 0.1 0.07
H 10.88653 -7.34619 -0.48145 -0.1 0.0 0.1 0.10
H 9.69662 -6.26643 0.31985 0.1 -0.1 0.0 0.10
C 12.59341 -2.64071 3.34492 0.2 -0.2 -0.2 0.05
N 11.34322 -1.91496 2.99184 0.1 -0.1 0.0 -0.45
O 10.91268 -2.05447 1.86207 -0.1 0.1 0.2 0.05
O 10.84010 -1.23229 3.86085 0.0 -0.1 -0.2 0.06
H 12.92650 -3.20554 2.47896 -0.1 0.0 0.0 0.08
H 13.33461 -1.89728 3.62991 -0.1 0.0 0.1 0.10
H 12.36354 -3.30628 4.17378 0.0 0.1 0.0 0.11
```
Forces are in eV/Å.